Formula: C30H43F5HfP2
Source: the Open Molecules 2025 dataset
Level of theory: the ωB97M-V functional and the def2-TZVPD basis

Geometry as XYZ:
```
81
Properties=species:S:1:pos:R:3:forces:R:3
H -1.811 -0.216 -2.128 0.2426 -0.0086 -0.0509
C 1.353 -4.329 -3.068 0.0641 0.4281 -0.2567
C 4.265 2.756 3.002 0.4786 0.5775 0.4722
P 0.298 0.185 -0.992 0.0552 -2.1617 -1.4494
H -2.632 -4.599 -1.533 0.3358 0.0864 0.1224
C -0.693 -4.757 -0.739 -0.6526 -0.2879 -0.5308
H -1.409 2.912 -2.803 0.1374 0.1744 0.1080
H 0.510 6.037 0.140 0.0296 -0.1573 0.0585
C -1.115 3.457 -0.742 -0.2080 0.3074 0.7069
H -3.099 1.904 -1.895 -0.1264 0.0959 0.1794
H -2.779 -0.885 0.974 0.0957 0.0282 0.2854
H 1.357 -4.489 -0.236 -0.0778 -0.1385 -0.0352
C -0.440 0.203 3.873 0.0089 0.1695 0.1506
H 2.184 -0.266 -2.455 -0.0464 0.0603 0.1123
F 4.689 3.825 3.714 -0.4533 -1.0826 -0.7237
F 3.041 -0.524 0.833 -0.1439 0.9505 0.3671
C 3.352 0.623 1.540 0.0393 -0.2151 -0.0548
H -1.690 -3.843 -4.344 0.1813 -0.1234 -0.0138
H 0.595 -3.070 -4.571 0.0627 -0.2416 0.2925
H -0.456 -1.053 -2.941 0.0414 0.1816 0.2949
H -3.774 1.357 -0.347 0.0008 0.2191 -0.1712
F 6.343 1.646 3.341 -1.3471 0.0069 -0.5252
Hf 0.225 1.891 0.826 0.3784 3.1420 0.8602
C 0.727 -5.232 -0.752 0.3479 -0.0918 -0.1452
H 1.305 -1.161 1.862 -0.4576 -0.2239 -0.0946
H -0.091 -2.281 1.935 0.2814 0.1917 -0.2378
H 0.281 4.399 3.147 -0.1821 0.1797 0.0824
C -0.916 -4.607 -4.169 -0.3328 -0.1116 0.1455
C 0.814 4.985 0.087 0.4682 0.1927 -0.0607
H 1.256 -1.973 -0.399 -0.3277 0.0328 0.1205
H -0.463 -0.766 4.389 -0.0237 0.2240 -0.1448
H 2.719 0.603 -0.983 -0.2946 -0.0335 -0.4242
C -3.407 2.235 -0.897 -0.3437 -0.4307 -0.2669
H -0.661 0.705 -3.133 -0.0454 -0.1463 0.1428
C 0.295 -1.359 1.469 0.1186 0.5527 0.2825
H 0.549 0.663 4.007 -0.2338 -0.1573 -0.0201
H 0.200 3.576 -2.431 -0.2078 0.0726 -0.1104
H 1.599 4.827 0.834 -0.1090 0.2014 -0.1628
H 1.867 1.481 -2.290 -0.0104 -0.2368 0.0796
C 1.345 -5.511 -2.143 0.4769 -0.3668 0.4430
H -1.199 0.870 4.307 0.2148 -0.2093 -0.0044
H -2.430 -5.884 -3.377 0.3729 -0.0380 0.0143
P -0.819 0.011 2.106 -0.3117 -2.4174 0.6582
H 2.306 -3.782 -3.052 -0.4162 0.0354 -0.0931
C 2.997 2.740 2.435 -0.2211 0.5257 0.2306
F 2.279 3.888 2.701 0.2234 -1.0253 -0.4143
C -2.428 -0.821 2.014 -0.5140 0.2925 -0.0336
C -0.758 -0.128 -2.427 -0.3966 0.1418 -0.2758
C -1.041 3.802 1.556 -0.2401 0.1542 -0.8729
H 0.890 -6.409 -2.577 0.3223 0.4036 0.0948
H 1.248 4.833 -0.909 -0.0656 0.0374 0.2365
H -3.925 1.892 1.853 0.1068 0.2011 0.0420
H -0.512 -2.078 -0.450 0.3113 0.3607 0.0153
H -1.021 -4.321 0.211 -0.0680 -0.0853 -0.2274
H 2.403 -5.764 -1.962 -0.3541 -0.0875 -0.0464
H -4.263 2.916 -1.025 0.2814 -0.1261 0.0704
C -0.359 4.088 0.308 -0.7450 -0.2939 0.1328
C 0.332 -1.468 -0.076 0.0829 0.2511 -0.1124
F 5.433 -0.499 1.882 -0.9352 1.1608 0.2199
C -2.291 2.887 -0.169 1.0288 -0.4509 0.2270
H -1.156 5.423 2.946 0.1413 -0.1742 -0.0677
C -1.424 -5.562 -3.063 -0.4457 -0.2778 -0.6147
H -1.310 3.835 3.683 0.1458 0.1017 -0.1241
H -3.967 3.580 2.377 0.2308 -0.2065 -0.0718
H -1.210 4.645 -2.516 0.1327 -0.2827 0.1157
C 5.104 1.659 2.825 0.7971 0.0598 0.2963
C -3.300 2.721 2.204 -0.3452 -0.2816 0.3917
C 4.632 0.578 2.083 0.5895 -0.6788 -0.1698
C -1.603 -4.924 -1.717 0.2424 0.2932 0.7634
C -2.231 3.068 1.234 0.8554 -0.0557 -0.1612
C 0.396 -3.924 -3.910 0.3120 -0.1329 -0.0688
H -2.324 -1.839 2.415 0.0280 0.2858 -0.0604
H -3.172 -0.280 2.612 0.1280 -0.1470 -0.2185
C 2.438 1.701 1.670 0.2576 -0.3319 0.0670
H 0.808 -6.158 -0.157 -0.0359 0.3163 -0.0791
H -2.877 2.441 3.176 -0.1864 0.0859 -0.1302
C 1.930 0.528 -1.745 0.2486 0.1447 0.1834
C -0.869 3.647 -2.196 0.1997 -0.0587 -0.4843
C -0.781 4.391 2.902 0.1628 0.0644 0.4032
H -0.810 -6.469 -3.045 -0.3769 0.3282 0.1045
H -0.853 -5.186 -5.108 0.0205 0.2570 0.2364
```
Forces are in eV/Å.

Computed properties:
Net charge = +2

---

Formula: C30H43F5IrP2
Source: the Open Molecules 2025 dataset
Level of theory: the ωB97M-V functional and the def2-TZVPD basis

Geometry as XYZ:
```
81
Properties=species:S:1:pos:R:3:forces:R:3
H -2.314 -1.588 -3.659 0.2017 0.3766 0.0197
H 2.817 1.581 2.444 -0.0711 0.1755 -0.0784
H 2.482 -1.138 -0.120 -0.0011 0.2749 -0.0116
H -1.668 2.223 -5.157 0.2434 -0.2777 -0.0793
H 0.406 2.781 -0.595 0.2255 -0.2913 0.0670
H -1.310 -2.713 -0.979 0.2243 0.1472 -0.0439
C -1.023 1.331 -5.086 0.2341 0.6639 -0.1897
C -1.210 1.979 1.939 -1.0715 -0.5738 -2.0773
H 2.348 0.279 4.929 -0.1370 -0.2199 0.0643
H 3.736 -2.547 2.327 -0.1282 0.1661 0.3566
H 0.706 0.182 5.581 0.1224 -0.1277 -0.1057
H 1.809 -1.178 5.787 0.0391 0.1865 -0.1946
C -0.853 -1.653 -5.297 0.5178 -0.4420 -0.3653
C 0.405 1.839 -4.711 -0.4704 0.4451 -0.3564
C 0.561 -1.078 -5.600 -0.1899 -0.5176 -0.3629
H -0.732 -2.713 -5.027 -0.1541 0.2528 -0.0056
H 1.364 2.594 2.347 0.2919 0.0533 -0.2038
C -1.572 -2.816 1.912 -0.0436 -0.1032 -0.2575
C 1.438 -3.562 1.151 0.1504 -0.4630 -0.3002
H -3.309 -1.253 -0.616 0.0906 0.3409 -0.0667
H 2.095 1.223 -3.463 -0.1988 -0.3418 0.0192
H -3.258 0.211 -1.653 -0.0943 -0.1648 0.1567
H 3.524 -0.214 0.983 -0.1599 -0.0078 -0.2263
F -2.764 5.643 3.326 0.5950 -1.6763 -0.8422
H 0.296 2.668 -3.993 0.1301 -0.1759 -0.1648
H 1.817 -4.412 1.754 -0.1405 0.3831 -0.3049
H -0.965 1.652 -2.046 0.1973 -0.3489 0.1523
C -0.381 -1.948 2.165 0.2546 -0.8291 2.1989
C -1.916 2.865 1.115 0.4366 -0.9902 -0.7320
C -2.411 4.092 1.545 -1.0193 1.3997 -2.5213
H 1.158 -1.927 -5.977 -0.1606 0.3976 0.0455
C 3.287 -2.048 3.200 0.0377 -0.1545 -0.2198
H 3.381 0.281 -0.728 0.0093 -0.1333 0.1871
H -2.469 -2.219 1.732 -0.0024 -0.1145 0.0115
C -1.639 -0.949 -4.238 -0.6781 0.9330 -0.3220
C -1.612 3.621 3.747 -0.6764 1.4016 1.3700
C -0.615 -1.953 -1.357 -0.0673 -0.1354 -0.3985
H 0.616 -3.942 0.527 0.3390 0.1246 0.2223
C -0.342 -0.990 3.306 -0.3517 -1.9361 -0.3658
C -2.287 4.468 2.882 0.0452 1.3525 2.7394
P 1.478 0.968 0.593 0.4749 0.0273 -0.2111
Ir -0.406 -0.017 1.383 0.1201 2.7499 2.0230
C -0.229 0.972 -1.601 -0.3468 0.0347 -0.6205
H 2.746 2.916 1.246 0.0077 -0.0683 0.2522
C -1.496 -0.826 4.236 -0.1736 0.5859 -0.0849
C -1.038 2.454 3.240 1.5611 -0.2336 1.9845
H -1.770 -3.457 2.777 0.0434 0.0172 -0.0006
H 2.262 -3.259 0.479 -0.2428 -0.1800 0.2189
H 0.207 0.404 -2.431 -0.0101 0.2374 0.1383
F -1.469 3.957 5.044 -0.0351 -0.3936 -1.5271
H -2.433 -1.045 3.726 -0.0422 -0.0234 0.1609
H -1.397 -3.466 1.055 -0.1496 0.0171 0.0517
H 3.810 -1.092 3.363 -0.1573 -0.2601 -0.0103
H 1.678 2.037 -1.576 -0.3026 -0.0154 0.0998
H 0.412 -2.223 -1.084 -0.2326 0.1698 0.0707
F -2.184 2.601 -0.203 0.3755 0.0510 1.3772
H 0.828 2.291 -5.627 -0.0224 -0.0881 0.3850
C 1.816 -1.829 3.000 0.2983 -0.0944 -0.2492
C 2.837 -0.132 0.131 0.4115 0.0171 -0.3216
C 1.333 0.820 -4.137 0.4303 -0.7820 -0.4463
H 1.988 -1.188 -3.927 -0.0902 0.4184 -0.0948
H -3.229 0.370 0.133 0.0154 -0.2245 -0.3928
H -0.986 0.907 -6.100 -0.1919 0.0313 0.4357
H -1.403 -1.651 -6.256 -0.0006 -0.0743 0.4088
C 1.008 -2.448 2.030 -0.0716 0.0067 0.0001
H 3.493 -2.673 4.083 -0.1209 0.1626 -0.2230
C 1.033 -0.993 3.806 0.3382 0.1269 0.3085
C 0.838 1.814 -0.900 0.3320 0.1957 0.2945
C 1.489 -0.395 5.082 0.0055 0.2505 0.2891
C -2.898 -0.237 -0.722 -0.5021 0.0281 -0.3117
P -1.101 -0.347 -0.662 -0.3590 -0.4519 -0.9365
H -1.531 0.206 4.601 -0.2062 -0.3544 0.1910
C 2.167 2.139 1.760 0.4244 0.5422 -0.0160
H -1.390 -1.485 5.109 -0.0199 0.0596 -0.1965
C 1.315 -0.488 -4.440 0.5409 0.4767 -0.0951
F -0.157 1.848 4.102 -1.4780 0.9680 -1.6173
C -1.677 0.390 -4.119 -0.6311 -0.9116 -0.3068
H -0.686 -1.945 -2.450 0.0903 0.0182 0.3116
H 0.491 -0.369 -6.439 0.1986 -0.1669 0.4344
H -2.345 0.855 -3.386 0.1779 -0.2721 -0.2575
F -3.005 4.945 0.680 0.9712 -1.6482 1.6696
```
Forces are in eV/Å.

Computed properties:
Net charge = +2
Expectation value of S² = 8.779
2S+1 = 6
Energy relative to the best compared isomer or geometry (same formula, charge and spin) = 0.000 eV

---

| no. | E_tot (hartree) |
| --- | --- |
| 1 | -2398.390763 |
| 2 | -2454.480043 |